This record from OMol25 describes a cluster of 6 separate species, CH15N2O5 in total at a distorted geometry. The level of theory is ωB97M-V/def2-TZVPD.

Positions of all 23 atoms, in Å:
N1 0.78 1.09 -1.65
C1 1.74 1.09 -0.74
N2 1.54 0.44 0.38
H1 -0.13 0.62 -1.47
H2 0.91 1.49 -2.60
H3 2.65 1.66 -1.01
H4 2.21 0.62 1.12
H5 0.85 -0.28 0.46
H6 -4.44 0.02 -0.59
H7 -4.09 -1.53 -0.77
O1 -3.76 -0.63 -0.79
H8 0.27 3.78 1.16
H9 -0.47 5.00 1.75
O2 0.36 4.73 1.31
H10 0.78 -3.28 1.04
H11 1.36 -4.13 -0.16
O3 0.79 -3.39 0.09
H12 -0.48 -1.09 -2.30
H13 -1.99 -1.00 -1.90
O4 -1.09 -0.78 -1.62
H14 0.35 -1.34 2.05
H15 0.97 -1.92 3.41
O5 0.90 -1.16 2.82

total charge	+1
spin multiplicity	1
relative energy (zero: lowest compared OMol25 entry of this formula, charge and spin)	156.6	kJ/mol